[1]
55
Properties=species:S:1:pos:R:3:forces:R:3 method="wB97M-V/def2-TZVPD" total_charge=+3 fmax_ha_per_bohr=0.014 homo_ev="-16.24 / -16.24" lumo_energy_ev="-12.4522 / -12.4512"
Pd 0.1603 0.7975 -0.1199 -0.124 0.070 -0.486
C 5.4682 -1.1522 -1.0390 -0.001 -0.007 0.005
C 4.2278 -1.5723 -1.5655 -0.040 -0.041 0.010
C 3.1085 -0.8278 -1.3456 -0.052 -0.016 -0.051
C 3.2301 0.4433 -0.6874 -0.001 0.024 0.061
C 4.5051 0.8292 -0.1217 0.006 0.028 -0.029
C 5.5982 0.0320 -0.2999 0.010 -0.014 -0.006
N 2.1708 1.2509 -0.6328 0.029 0.011 -0.003
C 2.3612 2.6115 -0.6229 -0.014 0.017 -0.012
C 3.5059 3.2488 -1.1558 0.015 -0.042 0.029
C 3.6413 4.6199 -1.0405 -0.014 0.021 0.002
C 2.6354 5.3795 -0.4505 0.016 -0.003 -0.012
C 1.4424 4.7891 -0.0101 -0.005 -0.013 -0.007
C 1.3072 3.4310 -0.1327 -0.006 0.007 -0.020
N 0.1347 2.7124 0.1850 0.055 -0.043 0.339
N -0.8800 3.2813 0.6192 -0.006 0.014 -0.080
C -1.9446 2.4065 0.8220 0.017 -0.003 -0.004
C -3.1463 2.8850 1.2879 -0.001 -0.003 -0.005
C -4.1980 1.9783 1.4441 0.000 -0.006 -0.007
C -3.9913 0.6552 1.1177 -0.005 0.001 0.008
C -2.7404 0.2400 0.6511 0.003 0.013 0.043
N -1.7347 1.0899 0.5120 -0.004 0.026 0.035
H 6.3375 -1.7848 -1.1781 -0.001 0.000 -0.007
H 4.1693 -2.4862 -2.1413 -0.037 -0.033 -0.028
H 2.1584 -1.1051 -1.7825 0.061 0.007 0.019
H 4.5425 1.6789 0.5483 -0.009 0.011 -0.005
H 6.5445 0.2828 0.1598 0.000 0.000 0.000
H 4.2233 2.6793 -1.7313 0.009 -0.021 0.007
H 4.5137 5.1097 -1.4518 0.000 -0.002 -0.001
H 2.7467 6.4542 -0.3814 0.001 -0.001 0.003
H 0.6388 5.3897 0.3940 -0.001 -0.001 0.002
H -3.2496 3.9370 1.5156 0.003 0.000 0.002
H -5.1589 2.3164 1.8082 0.000 -0.001 0.000
H -4.7824 -0.0755 1.2123 0.001 0.000 0.000
H -2.5512 -0.7868 0.3828 0.014 -0.092 0.001
F -3.7544 -5.0883 1.3625 0.056 0.006 -0.032
C -2.8306 -5.3859 0.4796 -0.026 -0.101 0.062
C -2.0122 -4.4110 0.0429 0.063 0.087 -0.005
F -2.1603 -3.1684 0.5319 0.035 0.014 -0.034
C -0.9822 -4.6229 -0.9257 -0.021 0.019 0.010
C -0.8992 -5.9497 -1.4556 -0.088 0.010 0.020
C -1.7101 -6.9480 -1.0322 -0.021 0.090 0.016
F -1.5703 -8.1342 -1.5569 0.027 -0.045 -0.018
C -2.7081 -6.7515 0.0028 0.037 0.023 0.027
C -3.4318 -7.7824 0.5354 -0.055 -0.039 0.100
C -4.3447 -7.6077 1.6235 -0.050 0.067 -0.126
N -5.0947 -7.4851 2.4847 -0.005 -0.053 0.058
C -3.3308 -9.1332 0.0829 0.094 0.052 -0.130
N -3.2629 -10.2181 -0.2900 -0.057 -0.040 0.081
F 0.0045 -6.2044 -2.3831 0.038 -0.034 -0.043
C -0.1219 -3.6101 -1.3368 0.300 0.223 0.112
C -0.0857 -2.2974 -0.8145 -0.711 -0.040 -0.145
N -0.0226 -1.1812 -0.5339 0.337 -0.045 0.202
C 0.9304 -3.7663 -2.2953 -0.039 -0.456 0.071
N 1.8140 -3.8886 -3.0193 0.169 0.354 -0.027

***

[2]
73
Properties=species:S:1:pos:R:3:forces:R:3 method="wB97M-V/def2-TZVPD" multiplicity=2 fmax_ha_per_bohr=0.075 homo_ev="-8.19 / -8.96" lumo_energy_ev="-0.9991 / -0.9987" s_squared=0.7648
In -0.4012 0.6199 1.0605 0.399 0.792 -0.850
C 4.0369 0.5726 1.1429 -0.177 -0.171 -0.551
C 2.7981 1.1628 1.5617 2.192 -0.852 0.901
N 1.8422 0.8741 0.7072 0.276 -0.184 -0.493
N 2.4328 0.1628 -0.3154 -1.746 0.866 -0.059
C 3.7348 0.0021 -0.0801 0.566 -0.348 -0.719
B 1.5552 -0.4903 -1.4198 0.721 -0.285 -0.270
N 0.4286 0.4405 -1.9651 0.406 -1.167 -1.505
C 0.0234 0.5803 -3.3063 0.463 0.489 1.678
C -0.9521 1.5689 -3.2885 0.480 -0.022 -0.485
C -1.0699 1.9629 -1.9350 -0.429 -0.667 -1.781
N -0.2916 1.2467 -1.1833 0.692 0.045 1.144
N 0.9586 -1.7676 -0.7005 -0.141 0.338 -0.231
C 1.1590 -3.0131 -0.9432 -1.108 0.028 0.074
C 0.3098 -4.0070 -0.1261 -0.574 1.583 -0.670
C -1.1316 -2.0845 0.1246 -0.592 -2.781 -1.248
N 0.0201 -1.3370 0.2333 0.879 -0.656 -0.071
N 2.4711 -0.8721 -2.5801 -0.157 3.460 1.339
C 3.0709 0.1430 -3.2976 -0.098 -0.808 -0.841
C 3.5116 -0.4466 -4.4588 0.428 -0.923 -0.380
C 3.1801 -1.8337 -4.3162 0.235 1.076 -0.108
N 2.5474 -2.0083 -3.1855 -0.319 -2.509 -0.494
H 5.0256 0.3770 1.5639 -0.585 0.841 0.333
H 2.6600 1.7005 2.5030 -0.372 -0.156 -0.515
H 4.3522 -0.4669 -0.8908 -0.577 0.363 1.329
H 0.5525 0.0181 -4.0941 -0.649 0.437 0.557
H -1.5002 1.9924 -4.1354 0.342 -0.316 0.428
H -1.7961 2.5882 -1.5137 -0.588 1.015 0.576
H 1.8460 -3.2953 -1.7495 -0.286 0.172 0.378
H 0.1041 -4.9335 -0.6491 0.371 -0.097 -0.015
H -1.8991 -1.8200 0.8056 -0.123 0.110 0.808
H 3.0523 1.1797 -2.9913 0.013 -0.216 0.113
H 4.0334 -0.0556 -5.3236 -0.103 0.295 0.373
H 3.3639 -2.6960 -4.9315 0.109 0.133 -0.288
Cl -0.0840 3.6054 7.7240 -0.236 0.473 -0.001
C -0.4285 3.2698 6.0374 0.620 1.625 1.560
C -0.9470 4.2740 5.1728 0.037 -0.816 1.163
C -1.1654 3.8620 3.9265 -1.784 0.261 -3.381
C -0.7969 2.5934 3.3749 0.123 -0.717 -1.237
O -0.9882 2.3107 2.0991 0.122 0.885 1.086
C -0.2492 1.6520 4.2463 0.541 -0.064 2.121
C 0.0021 0.2703 4.0048 -0.769 -0.070 -0.596
O -0.0928 -0.3771 2.9354 0.112 0.480 0.236
C -0.0717 2.0547 5.6375 0.470 -2.185 -1.076
H -1.2643 5.2720 5.4618 0.161 -0.331 0.360
H -1.8288 4.4467 3.2455 1.031 -0.144 0.429
H 0.1926 -0.3446 4.8659 0.426 -0.150 0.630
H 0.3790 1.3393 6.3738 -0.565 0.719 -0.884
O -5.2896 0.9986 -4.7765 -0.115 0.114 -0.643
N -4.3725 0.2327 -4.5453 -0.930 0.603 0.326
O -3.8316 -0.5031 -5.3262 0.204 -0.369 -1.143
C -3.9307 0.1930 -3.1994 1.365 -0.754 1.902
C -4.3703 1.1047 -2.2467 0.347 -1.511 0.850
C -3.8808 0.9358 -0.9526 -0.541 2.015 -0.888
C -2.9150 0.0301 -0.5916 0.339 0.666 1.720
O -2.3563 0.0836 0.5888 -0.882 0.354 0.411
C -2.5832 -0.9141 -1.5353 0.390 -1.725 -2.086
C -3.0236 -0.8344 -2.8495 -1.482 0.964 0.185
N -1.7732 -2.0238 -1.2180 0.239 0.996 -0.850
O -1.2922 -2.7376 -2.1694 -0.289 0.265 0.526
O -0.9532 -3.4874 0.2092 1.094 -0.991 1.034
N -4.2159 2.0547 -0.0072 -0.905 -0.395 0.432
O -5.3656 2.1289 0.3847 -0.033 -0.440 -0.387
O -3.3677 2.8480 0.3184 0.901 -0.056 -0.385
H -5.1455 1.8069 -2.3798 -0.539 0.799 -0.613
H -2.8179 -1.5953 -3.5834 0.388 0.015 0.113
N 1.9037 -2.1047 4.9302 0.423 -0.380 -1.573
C 2.2122 -2.4518 3.8634 -0.406 0.267 1.398
C 2.6383 -2.9587 2.6005 0.823 -0.364 -0.909
C 4.0395 -2.8202 2.1998 -1.310 0.755 0.816
N 5.1034 -2.4185 2.0383 0.358 -0.439 -0.275
C 1.8033 -3.5808 1.7461 -0.665 -0.623 0.117
N 1.0987 -4.2808 1.0735 0.989 0.382 1.054

***

[3]
64
Properties=species:S:1:pos:R:3:forces:R:3 method="wB97M-V/def2-TZVPD" multiplicity=4 relative_energy_kcal_mol=23.4 total_charge=-1 fmax_ha_per_bohr=0.115 homo_ev="-4.70 / -4.70" lumo_energy_ev="1.2842 / 1.3049" s_squared=3.7759
Co 0.4259 0.4225 -0.7313 0.506 0.086 2.548
O -5.3187 4.2011 -0.5637 0.325 -1.205 -0.758
C -4.6013 3.8036 0.3714 -1.597 3.038 1.431
O -4.5410 4.3664 1.5032 0.313 -0.842 -0.130
C -3.6595 2.6792 0.2116 0.620 -1.628 -1.205
C -2.6258 2.5255 1.1199 0.972 -0.083 0.752
C -1.5788 1.6434 0.8775 -2.383 -0.626 -3.105
N -1.6143 0.7596 -0.2188 -0.818 0.717 1.701
C -2.7618 0.7018 -0.9187 0.073 0.413 0.424
C -3.7274 1.7153 -0.8103 -1.045 -1.141 -0.303
C -3.0797 -0.4885 -1.8179 0.157 0.281 0.325
C -3.6721 -0.2427 -3.0488 -0.845 0.095 -0.914
C -3.8908 -1.2808 -3.9549 0.275 0.021 -0.755
C -3.5511 -2.5909 -3.5691 -0.784 0.324 0.603
C -3.0946 -2.7764 -2.2635 1.184 0.918 -0.032
N -2.8419 -1.7291 -1.4040 0.371 -1.423 -0.599
C -0.4628 1.5097 1.7407 2.258 -0.196 0.544
C -0.4064 2.1091 3.0173 0.101 -0.646 -0.257
C 0.5905 1.6272 3.8497 0.460 -0.400 0.595
C 1.5168 0.6740 3.3979 -0.123 0.996 0.181
C 1.4731 0.2834 2.0740 0.327 0.319 -0.752
N 0.5519 0.7111 1.2271 -2.124 1.400 2.769
H -2.6048 3.1085 2.0520 -0.317 -0.006 -0.871
H -4.6264 1.5190 -1.4670 0.938 1.129 1.051
H -4.0716 0.7583 -3.2357 0.651 -0.288 -0.361
H -4.2107 -1.0660 -5.0185 0.071 -0.244 1.532
H -3.8122 -3.4680 -4.1751 0.503 0.501 0.059
H -2.6893 -3.7827 -2.0099 -0.726 0.885 0.409
H -1.1074 2.8811 3.3844 0.371 -0.777 -0.484
H 0.6433 1.9361 4.9067 0.039 0.103 -0.696
H 2.3687 0.4381 4.0159 -0.085 -0.417 0.089
H 2.1759 -0.3417 1.5448 0.590 -0.139 0.513
S 2.8891 0.5478 -1.0849 0.476 -0.999 0.122
C 2.5777 2.1957 -1.2236 0.709 1.498 -0.108
S 0.9253 2.6293 -1.2588 -0.450 1.298 -0.161
C 3.6034 3.1790 -1.2456 -0.943 -0.475 0.560
C 3.3853 4.5655 -1.3966 -1.528 3.253 -1.458
N 3.1511 5.6942 -1.6676 0.797 -2.960 0.985
C 4.8679 2.9002 -0.7211 2.129 -0.892 0.305
N 5.9357 2.6955 -0.3039 -0.994 0.196 -0.287
Cl 0.4202 -1.3301 -5.7837 -0.263 -0.483 -0.508
C 0.2569 0.2177 -5.0602 -0.642 1.941 0.911
Cl 1.5990 1.2996 -5.4278 0.202 -0.099 -0.272
Cl -1.3003 1.1544 -5.4187 0.647 -0.868 -0.358
C 0.2096 0.1184 -3.6105 -0.039 -0.722 1.830
N 0.1979 0.0548 -2.4541 -0.428 -0.549 -5.854
N -1.4367 -2.4653 1.2447 0.775 -0.198 1.168
C -0.0871 -2.3769 1.1344 -0.277 -0.315 -0.295
S 0.6374 -1.9345 -0.3896 -0.834 -1.307 1.396
N 0.6265 -2.6901 2.2789 -1.981 0.083 -0.813
C 2.0073 -2.8356 2.3413 2.164 -0.179 -0.035
C 2.8113 -3.2559 1.2396 -1.034 0.545 1.558
C 4.2063 -3.1942 1.3024 -1.245 -0.745 -1.735
C 4.8686 -2.8521 2.4406 -2.295 0.404 1.422
C 4.0667 -2.5092 3.5456 0.296 -0.177 0.413
C 2.6721 -2.4942 3.5264 0.616 0.241 -0.462
H -2.0185 -2.1590 0.4685 0.015 0.074 -0.316
H -1.8848 -2.8134 2.1135 0.561 0.521 -1.049
H 0.0761 -2.7093 3.1554 0.794 -0.007 -0.838
H 2.2678 -3.5693 0.3672 0.444 -0.070 -0.238
H 4.6660 -3.4496 0.3483 0.462 0.009 0.439
H 5.8990 -2.8782 2.5518 1.761 0.127 -0.060
H 4.5409 -2.2412 4.4911 0.015 -0.027 -0.276
H 2.1669 -2.1012 4.4098 -0.164 -0.282 -0.290